Formula: C5H11O3
Source: the OMol25 dataset
Level of theory: the ωB97M-V functional and the def2-TZVPD basis

As for the frontier orbital gap: 8.073 eV. For the energy above the lowest of the compared OMol25 structures with the same formula, charge and spin, the calculation gives 17.6 kcal/mol. The charge is -1.

Atoms and positions in Å:
O  0.97  -0.16  0.42
O  -0.98  -0.26  -3.65
O  -0.46  -0.92  -1.60
C  0.30  -0.08  1.65
C  -0.70  1.12  1.65
C  -0.53  -1.33  2.00
C  1.05  0.67  -2.69
C  -0.27  -0.17  -2.63
H  -1.44  0.87  0.90
H  -0.13  2.00  1.36
H  -1.01  1.26  2.67
H  1.71  0.13  -3.36
H  0.92  1.65  -3.13
H  -1.44  -1.41  1.36
H  1.34  0.67  -1.64
H  0.53  -0.62  -0.38
H  -1.02  -1.28  2.96
H  1.10  0.05  2.36
H  0.08  -2.19  1.73

Here are the Löwdin charges for atoms 1 to 2, given in e:
1 O -0.129
2 O -0.077